No. 1
Molecular formula: CH11O4S
Method: DFT, ωB97M-V/def2-TZVPD

As for the HOMO energy: -3.301 eV. The gap between HOMO and LUMO comes out at 6.869 eV. The molecular weight comes out at 119.2 g/mol. As for the total charge: -1. Its relative energy (zero: lowest compared OMol25 entry of this formula, charge and spin) is 1.385 eV.

```
17
Properties=species:S:1:pos:R:3:forces:R:3:lowdin_charge:R:1
S 0.634 -0.548 -2.494 -0.31 0.86 0.05 0.118
O 0.499 0.647 2.725 1.37 1.19 1.66 -0.065
O -0.966 2.872 -0.591 -0.15 1.71 0.29 -0.072
O -0.056 -2.728 -0.453 0.24 0.99 -1.32 -0.218
O -1.334 -0.948 1.242 -0.49 -0.72 1.05 -0.097
C 1.237 0.477 -1.041 -0.20 -2.31 -0.46 -0.616
H 0.635 0.657 1.787 -0.73 -0.66 -0.58 -0.010
H 0.680 1.318 -0.702 -0.46 0.56 -0.13 -0.048
H 0.651 -2.148 -0.918 -1.03 -1.02 0.52 -0.058
H -0.510 2.763 -1.430 -0.29 -0.88 0.19 0.033
H -0.783 -2.403 -1.043 0.72 -0.56 0.57 -0.003
H -0.250 0.165 3.055 -0.47 -0.42 -1.05 0.005
H 2.245 0.751 -1.283 0.59 0.21 0.34 -0.019
H -1.385 -0.713 0.313 0.27 -0.45 -0.25 0.011
H 1.171 -0.316 -0.280 0.62 0.81 0.43 -0.030
H -1.167 -1.921 1.308 0.10 1.36 -0.80 0.051
H -1.302 2.074 -0.195 0.20 -0.67 -0.52 0.018
```
Positions in Å, forces in eV/Å.

---

No. 2
Molecular formula: CH11O4S
Method: DFT, ωB97M-V/def2-TZVPD

As for the HOMO energy (alpha / beta): -10.533 / -10.152 eV. The gap between HOMO and LUMO (alpha / beta) comes out at 10.834 / 6.987 eV. The molecular weight comes out at 119.2 g/mol. As for the spin multiplicity: 2. Its relative energy (zero: lowest compared OMol25 entry of this formula, charge and spin) is 0.886 eV.

```
17
Properties=species:S:1:pos:R:3:forces:R:3:mulliken_spin:R:1
S -1.965 0.213 -0.971 0.30 -2.06 0.31 0.964
O 1.869 -1.997 1.063 -0.41 2.94 1.69 0.001
O 0.235 1.036 -2.631 -2.09 -0.35 1.10 0.071
O -0.844 2.055 1.264 -0.42 0.23 1.67 0.001
O 1.534 1.080 0.854 1.52 -1.53 -1.72 0.000
C -0.963 -1.286 -0.374 1.07 1.81 -1.29 -0.050
H -1.463 1.482 1.742 0.12 0.36 -0.14 0.001
H -0.881 -1.178 0.682 0.53 0.31 0.75 0.025
H 1.924 -0.996 1.311 0.47 -1.62 -1.54 0.000
H -1.401 -2.220 -0.544 -1.26 -1.12 -0.64 -0.011
H 0.735 1.338 1.322 -0.61 0.14 -0.68 0.000
H -0.988 1.833 0.354 -0.22 -0.22 -0.95 -0.006
H -0.575 1.284 -2.036 2.16 -0.27 -1.49 -0.024
H 1.385 -2.158 1.887 -0.03 -1.16 -0.18 0.000
H 0.060 -1.357 -0.879 -1.29 0.65 0.89 0.032
H -0.049 0.156 -2.964 0.43 0.80 0.05 -0.004
H 1.387 0.716 -0.080 -0.27 1.10 2.16 0.000
```
Positions in Å, forces in eV/Å.

---

No. 3
Molecular formula: CH11O5
Method: DFT, ωB97M-V/def2-TZVPD

As for the HOMO energy: -4.711 eV. The gap between HOMO and LUMO comes out at 8.675 eV. The molecular weight comes out at 103.1 g/mol. As for the total charge: -1. Its relative energy (zero: lowest compared OMol25 entry of this formula, charge and spin) is 0.272 eV.

```
17
Properties=species:S:1:pos:R:3:forces:R:3:lowdin_charge:R:1
O 0.604 -2.461 -0.804 0.10 -0.10 0.13 -0.087
O -0.447 2.632 -0.461 -0.26 0.11 -0.03 -0.124
O -0.194 0.110 0.380 0.31 -0.01 -0.18 -0.425
O -2.115 -0.540 -1.540 -0.19 0.00 -0.12 -0.097
O 2.575 0.420 0.943 -0.24 0.30 0.01 -0.108
C -0.417 -0.268 1.678 -0.52 -0.12 0.71 -0.337
H -0.439 0.559 2.418 -0.05 0.21 -0.16 0.060
H 0.044 3.019 0.268 0.02 -0.05 0.01 0.004
H -1.369 -0.803 1.824 -0.18 -0.06 -0.03 0.060
H -1.539 -0.161 -0.838 0.30 -0.23 0.26 -0.007
H 1.590 0.342 0.866 0.22 -0.04 -0.41 -0.013
H 0.026 -2.145 -1.503 -0.11 -0.04 0.05 0.000
H -1.525 -0.649 -2.289 0.02 0.13 -0.05 0.011
H 2.780 1.076 0.266 -0.06 -0.20 0.11 0.019
H 0.343 -0.947 2.100 0.22 -0.16 -0.14 0.058
H -0.569 1.686 -0.170 0.46 0.03 0.08 -0.016
H 0.501 -1.750 -0.143 -0.03 0.22 -0.24 0.000
```
Positions in Å, forces in eV/Å.

---

No. 4
Molecular formula: CH12CdO9
Method: DFT, ωB97M-V/def2-TZVPD

As for the HOMO energy: -4.781 eV. The gap between HOMO and LUMO comes out at 3.902 eV. The molecular weight comes out at 280.5 g/mol. Its relative energy (zero: lowest compared OMol25 entry of this formula, charge and spin) is 2.075 eV.

```
23
Properties=species:S:1:pos:R:3:forces:R:3:lowdin_charge:R:1
Cd -0.027 -0.097 -0.017 -2.62 -0.15 1.20 1.440
O -2.155 -0.880 -0.464 4.57 1.18 -6.13 -0.202
O -3.508 -1.680 0.828 1.51 -3.07 1.87 -0.172
O -1.580 1.861 0.555 0.41 0.55 -0.44 -0.079
O 1.481 -1.448 1.284 0.52 0.44 0.06 -0.069
O -1.473 -1.025 1.561 3.47 -1.13 1.68 -0.193
O -0.427 0.935 -2.050 -0.75 1.92 -0.66 -0.117
O 0.376 -1.712 -1.600 0.60 -0.84 -1.53 -0.114
O 0.871 1.239 1.739 1.55 -0.56 -0.42 -0.080
O 2.068 0.763 -0.752 0.35 -0.70 0.24 -0.107
C -2.227 -1.454 0.635 -8.61 3.49 2.33 -1.011
H 0.414 -2.614 -1.270 -0.27 -0.18 0.06 0.060
H -0.112 0.566 -2.870 0.11 -0.11 -0.46 0.041
H -1.248 2.673 0.943 -0.18 0.16 0.07 0.038
H 1.791 1.491 1.851 0.45 -0.45 -0.35 0.058
H -2.322 1.581 1.093 -0.32 -0.57 0.12 0.070
H 1.660 -2.158 0.700 -0.07 -1.24 -1.27 0.020
H 2.058 -1.706 1.992 0.21 0.33 1.20 0.064
H 2.222 1.633 -1.132 0.45 -0.25 0.02 0.066
H -1.068 1.656 -2.288 0.68 -1.22 0.52 0.100
H 2.872 0.249 -0.540 -0.42 0.91 -0.40 0.075
H -0.142 -1.793 -2.433 0.09 0.21 1.07 0.087
H 0.474 1.911 2.236 -1.74 1.26 1.22 0.026
```
Positions in Å, forces in eV/Å.

---

No. 5
Molecular formula: CH12LiO9S
Method: DFT, ωB97M-V/def2-TZVPD

As for the HOMO energy: -3.281 eV. The gap between HOMO and LUMO comes out at 4.676 eV. The molecular weight comes out at 207.1 g/mol. As for the total charge: -1.

```
24
Properties=species:S:1:pos:R:3:forces:R:3:lowdin_charge:R:1
S -5.930 -10.584 -1.593 -3.99 -1.29 -1.06 0.116
O -4.687 -9.896 -1.334 4.58 2.77 0.31 -0.494
O -3.522 -12.016 0.395 1.71 -0.39 0.83 -0.089
O -2.477 -9.981 -3.980 0.23 0.34 0.12 -0.057
O -1.814 -9.902 -0.970 0.30 0.20 -0.45 -0.071
O -3.266 -7.229 -2.861 0.34 -0.26 -0.08 -0.056
O -4.385 -7.728 0.256 -0.02 0.67 -0.48 -0.126
O -7.037 -9.659 -1.505 -0.82 1.47 0.08 -0.388
O -6.055 -11.583 -0.566 0.01 -2.27 2.14 -0.389
O -5.895 -11.202 -2.905 0.83 -0.52 -1.69 -0.408
C -4.017 -8.158 1.512 0.65 0.50 0.84 -0.199
Li -3.232 -9.214 -2.212 -0.82 -0.10 0.20 0.674
H -3.272 -6.398 -2.387 -0.23 0.05 0.48 0.056
H -4.448 -12.107 0.169 -1.31 0.37 -0.52 -0.023
H -3.172 -11.419 -0.267 -0.47 0.04 -0.29 -0.036
H -4.667 -8.508 -0.227 -0.65 -0.81 -0.93 0.008
H -2.635 -10.924 -4.020 -0.50 -0.42 0.15 0.068
H -3.553 -9.144 1.530 0.06 -0.21 -0.12 0.071
H -1.017 -9.534 -1.351 0.37 -0.01 -0.10 0.051
H -1.751 -9.834 -4.587 0.13 0.12 -0.09 0.049
H -1.634 -9.945 -0.031 -0.33 -0.02 0.44 0.063
H -3.303 -7.406 1.849 0.30 -0.11 0.52 0.065
H -2.905 -7.013 -3.720 -0.04 -0.06 -0.31 0.043
H -4.829 -8.173 2.240 -0.34 -0.05 0.01 0.075
```
Positions in Å, forces in eV/Å.

---

No. 6
Molecular formula: CH12N2O3
Method: DFT, ωB97M-V/def2-TZVPD

As for the HOMO energy: -9.259 eV. The gap between HOMO and LUMO comes out at 9.922 eV. The molecular weight comes out at 100.1 g/mol. The SMILES is NCN.O.O.O. Its relative energy (zero: lowest compared OMol25 entry of this formula, charge and spin) is 0.859 eV.

```
18
Properties=species:S:1:pos:R:3:forces:R:3:lowdin_charge:R:1
O -2.755 -1.149 1.166 -0.79 0.44 -0.19 -0.070
O 1.806 -4.877 0.560 -1.24 -0.49 0.25 -0.046
O -1.502 1.307 1.922 -0.78 0.22 -0.28 -0.059
N 0.955 1.037 -2.041 0.57 -0.59 -0.66 -0.008
N 0.466 2.311 0.029 -0.44 0.10 -0.96 -0.009
C 0.023 1.380 -1.010 -0.59 -0.71 1.35 -0.388
H -0.946 1.666 -1.437 0.16 0.50 0.18 0.116
H -0.688 0.824 1.981 0.78 -0.36 0.35 0.028
H 0.425 3.272 -0.280 0.42 0.05 0.00 0.074
H 1.391 2.049 0.343 0.04 0.25 0.04 0.079
H -2.109 -1.842 1.179 0.60 -0.24 0.06 0.014
H 2.653 -4.503 0.402 1.12 0.35 -0.26 0.010
H -2.329 -0.288 1.321 0.05 -0.26 0.15 -0.020
H 1.827 -5.780 0.224 0.12 0.14 0.01 0.036
H -0.230 0.490 -0.391 0.21 -0.05 -0.72 0.096
H 1.794 1.561 -2.241 -0.42 0.32 0.37 0.064
H -1.315 1.869 1.156 0.10 0.18 0.20 0.019
H 0.533 0.673 -2.883 0.09 0.14 0.13 0.065
```
Positions in Å, forces in eV/Å.